(1)
The following is a quantum chemistry calculation of a molecular structure, C34H39As4F6KPS7 in a non-equilibrium geometry, from the Open Molecules 2025 dataset.

Geometry as XYZ:
```
92
Properties=species:S:1:pos:R:3:mulliken_charge:R:1
K 1.3288 1.7232 1.5099 1.00
S -2.3541 1.7672 1.0889 -0.23
C -3.7028 1.3588 0.0674 0.25
C -5.0261 1.6845 0.4254 -0.96
C -6.0951 1.3850 -0.4022 -0.47
C -5.8915 0.7511 -1.6249 -0.81
C -4.5958 0.4202 -2.0022 0.07
C -3.5139 0.7019 -1.1729 -0.32
As -1.6440 0.3530 -1.5950 0.82
C -1.1433 2.1567 -2.1670 0.07
C 0.2121 2.4464 -2.2978 -0.50
C 0.6382 3.7061 -2.7032 -0.51
C -0.2989 4.6898 -2.9847 -0.61
C -1.6541 4.4115 -2.8480 -0.63
C -2.0744 3.1542 -2.4373 0.02
C -1.9329 -0.4196 -3.4040 -0.21
C -1.7430 0.2590 -4.6051 -0.18
C -1.9194 -0.3879 -5.8258 -0.64
C -2.2889 -1.7250 -5.8640 -0.42
C -2.4770 -2.4164 -4.6723 -0.71
C -2.2928 -1.7677 -3.4598 -0.24
H -5.1858 2.1893 1.3709 0.42
H -7.1016 1.6504 -0.0945 0.32
H -6.7251 0.5271 -2.2797 0.37
H -4.4322 -0.0620 -2.9577 0.35
H 0.9500 1.6908 -2.0545 0.51
H 1.6983 3.9170 -2.7715 0.45
H 0.0262 5.6781 -3.2880 0.35
H -2.3883 5.1832 -3.0482 0.38
H -3.1312 2.9527 -2.3132 0.34
H -1.4579 1.3045 -4.5916 0.36
H -1.7697 0.1576 -6.7511 0.35
H -2.4277 -2.2276 -6.8141 0.33
H -2.7605 -3.4626 -4.6907 0.37
H -2.4322 -2.3132 -2.5320 0.40
S 0.1417 6.7575 8.8806 -0.35
C 0.2238 5.8987 7.4655 0.08
S 1.1301 6.3944 6.0931 -0.12
C 0.7654 5.0636 4.9925 -0.03
C -0.0837 4.0732 5.5473 -0.14
S -0.6351 2.6778 4.8278 -0.08
S -0.5805 4.4028 7.2090 -0.10
S 1.4097 5.1163 3.4585 -0.30
C 3.2361 -0.6226 -3.3002 -1.42
As 2.3265 -1.1734 -1.6529 0.73
C 0.9634 -2.2971 -2.5245 -1.11
C 3.4543 -2.7033 -1.1284 0.28
C 4.4023 -3.2660 -1.9795 -0.47
C 5.0805 -4.4258 -1.6292 -0.62
C 4.7995 -5.0461 -0.4201 -0.73
C 3.8699 -4.4804 0.4435 -0.17
C 3.2096 -3.2974 0.1175 -0.28
As 2.0152 -2.3666 1.3946 0.56
C 1.5578 -3.9000 2.5361 -1.22
C 3.4769 -1.6643 2.4964 -1.04
H 3.3303 -1.4347 -4.0212 0.46
H 4.2146 -0.2080 -3.0580 0.40
H 2.6341 0.1747 -3.7377 0.31
H 1.4348 -3.0895 -3.1080 0.59
H 0.3489 -1.6786 -3.1803 0.19
H 0.3147 -2.7371 -1.7673 0.27
H 4.6132 -2.8035 -2.9357 0.25
H 5.8167 -4.8471 -2.3039 0.37
H 5.3128 -5.9583 -0.1393 0.37
H 3.6755 -4.9666 1.3903 0.25
H 2.4356 -4.2919 3.0509 0.43
H 1.0933 -4.6898 1.9448 0.40
H 0.8573 -3.5402 3.2869 0.15
H 4.1713 -2.4686 2.7427 0.42
H 3.0572 -1.2426 3.4086 0.32
H 4.0035 -0.8864 1.9444 0.21
F 3.4493 1.2099 0.9258 -0.46
P 4.2165 2.4722 0.1692 1.40
F 3.4156 2.1020 -1.1913 -0.33
F 4.9585 2.8079 1.5445 -0.39
F 4.9273 3.7053 -0.5608 -0.39
F 5.3982 1.4645 -0.2566 -0.39
F 2.9523 3.4010 0.6105 -0.47
C -2.9594 0.1973 4.2342 -0.86
As -1.6879 -1.1869 3.8474 0.71
C -1.9527 -1.6682 2.0056 -0.29
C -2.3859 -2.7171 4.8123 -1.18
S 0.2828 -0.8322 4.4254 -0.46
H -3.9667 -0.2144 4.1571 0.36
H -2.8350 0.9992 3.5039 0.08
H -2.7627 0.5781 5.2336 0.37
H -2.9559 -2.0765 1.8760 0.48
H -1.1969 -2.3950 1.7156 0.20
H -1.8514 -0.7604 1.4048 -0.39
H -3.3893 -2.9626 4.4609 0.38
H -2.4106 -2.4739 5.8724 0.34
H -1.7166 -3.5607 4.6547 0.33
```

The lowest unoccupied orbital energy (spin up / spin down) is 3.7 / 3.5 eV. Its electronic energy is -14590.26585 Ha. Its HOMO-LUMO gap (spin up / spin down) is 5.80 / 6.03 eV. The maximum force comes out at 2.2 eV/Å. The spin multiplicity is 2. The value obtained for the HOMO energy (spin up / spin down) is -2.080 / -2.573 eV. The energy above the lowest of the compared OMol25 structures with the same formula, charge and spin is 29.3 kJ/mol. The total charge is -2.

=====

(2)
The following is a quantum chemistry calculation of a molecular structure, C34H39BN12OTi, from the Open Molecules 2025 dataset.

Geometry as XYZ:
```
88
Properties=species:S:1:pos:R:3:mulliken_charge:R:1
Ti -0.1459 0.0141 0.4675 -0.64
C 1.4690 -4.2117 0.1802 -1.72
C 1.0508 -3.1257 0.9449 -0.56
N 0.7814 -2.0706 0.1723 0.91
N 1.0340 -2.4673 -1.0989 -0.05
C 1.4356 -3.7453 -1.1189 -0.15
B 0.6732 -1.5663 -2.3287 1.17
N 1.4270 -0.2089 -2.1544 0.29
C 2.0552 0.5173 -3.0931 -0.23
C 2.6579 1.6010 -2.4794 -1.52
C 2.3357 1.4550 -1.1322 -0.24
N 1.6005 0.3636 -0.9375 0.42
N -0.8655 -1.3774 -2.2698 0.35
C -1.8710 -1.6605 -3.1130 0.06
C -3.0680 -1.4346 -2.4644 -1.75
C -2.7024 -1.0249 -1.1885 -0.11
N -1.3794 -0.9862 -1.0668 0.38
N 1.1932 -2.2361 -3.5844 0.20
C 2.5076 -2.4759 -3.8405 -0.34
C 2.5935 -3.1577 -5.0246 -1.04
C 1.2513 -3.3231 -5.4196 -0.39
N 0.4191 -2.7761 -4.5555 -1.16
H 1.7459 -5.1946 0.5170 0.48
H 0.9310 -3.0624 2.0116 0.54
H 1.6626 -4.2435 -2.0465 0.45
H 2.0337 0.2173 -4.1271 0.61
H 3.2333 2.3836 -2.9402 0.48
H 2.5483 2.1240 -0.3110 0.36
H -1.6565 -2.0077 -4.1061 0.57
H -4.0604 -1.5487 -2.8611 0.46
H -3.3285 -0.7141 -0.3687 0.41
H 3.2776 -2.1339 -3.1682 0.49
H 3.4838 -3.4922 -5.5269 0.47
H 0.8633 -3.8107 -6.2994 0.45
N -3.5980 -0.2522 2.8972 -0.35
C -2.6660 0.6353 2.4973 0.26
N -2.5703 1.8097 3.1439 -0.36
O -1.9235 0.3988 1.5303 0.17
H -4.1139 -0.1278 3.7496 0.19
H -3.5975 -1.1622 2.4710 0.24
H -3.2289 2.0979 3.8450 0.21
H -1.9055 2.4800 2.7830 0.12
C 3.6281 -1.0709 1.5336 -0.60
N 3.9464 -0.0446 2.5696 0.07
C 4.5827 -0.6739 3.7579 -0.82
C 2.7387 0.8246 2.9264 -1.04
C 1.5830 0.0241 3.4567 0.94
C 1.5458 -0.2242 4.8362 -0.45
C 0.5646 -1.0285 5.3839 -1.07
C -0.3678 -1.6173 4.5350 -1.20
C -0.3190 -1.3483 3.1769 -0.37
C 0.6094 -0.4754 2.5802 0.72
H 4.5581 -1.5410 1.2216 0.45
H 3.1274 -0.5959 0.6927 -0.14
H 2.9592 -1.8023 1.9757 0.45
H 4.6265 0.5983 2.1644 0.37
H 3.8649 -1.3518 4.2103 0.40
H 4.8621 0.1022 4.4662 0.35
H 5.4633 -1.2203 3.4299 0.33
H 2.4931 1.3369 1.9978 -0.40
H 3.1151 1.5497 3.6496 0.64
H 2.2840 0.2316 5.4893 0.49
H 0.5301 -1.2030 6.4509 0.44
H -1.1224 -2.2834 4.9356 0.52
H -1.0604 -1.8320 2.5440 0.88
C 0.2839 5.2163 1.8396 -0.94
C -0.4112 5.3443 0.6360 -0.70
C -0.7461 4.2442 -0.1280 -0.91
C -0.4014 2.9366 0.2816 0.12
C 0.3023 2.8309 1.4919 0.76
C 0.6421 3.9448 2.2531 -0.34
N -0.6979 1.7989 -0.4297 1.44
C -1.6840 1.9267 -1.4423 -1.17
C -3.0089 2.1982 -1.0924 0.37
C -3.9919 2.3067 -2.0613 -0.83
C -3.6708 2.1359 -3.4031 -0.75
C -2.3573 1.8716 -3.7591 -0.68
C -1.3694 1.7781 -2.7869 0.35
H 0.5400 6.0824 2.4331 0.43
H -0.6933 6.3289 0.2844 0.42
H -1.2792 4.3801 -1.0587 0.52
H 0.5930 1.8576 1.8749 -0.50
H 1.1782 3.8096 3.1863 0.47
H -3.2521 2.3288 -0.0438 0.38
H -5.0134 2.5210 -1.7726 0.42
H -4.4367 2.2153 -4.1628 0.40
H -2.0943 1.7473 -4.8020 0.46
H -0.3401 1.5943 -3.0651 0.21
```

The lowest unoccupied orbital energy (spin up / spin down) is -2.4 / -2.4 eV. Its electronic energy is -2925.65319 Ha. Its HOMO-LUMO gap (spin up / spin down) is 6.84 / 6.86 eV. The maximum force comes out at 0.7 eV/Å. The spin multiplicity is 2. The value obtained for the HOMO energy (spin up / spin down) is -9.218 / -9.238 eV. The energy above the lowest of the compared OMol25 structures with the same formula, charge and spin is 24.0 kJ/mol. The total charge is +1.